No. 1
{
  "formula": "C29H25CeClPS",
  "method": "wB97M-V/def2-TZVPD",
  "elements": ["C", "C", "C", "H", "C", "C", "H", "H", "H", "H", "Ce", "Cl", "P", "C", "C", "H", "C", "H", "C", "H", "C", "H", "C", "H", "C", "C", "H", "C", "H", "C", "H", "C", "H", "C", "H", "C", "C", "H", "C", "H", "C", "H", "C", "H", "C", "H", "S", "C", "C", "C", "C", "C", "C", "H", "H", "H", "H", "H"],
  "positions_angstrom": [[3.181, -1.371, 1.004], [2.534, -0.248, 0.428], [2.168, 0.648, 1.469], [2.442, -0.055, -0.636], [2.578, 0.089, 2.714], [3.216, -1.174, 2.444], [3.636, -1.858, 3.176], [3.674, -2.187, 0.474], [1.693, 1.611, 1.313], [2.425, 0.518, 3.699], [0.843, -1.893, 2.068], [-1.243, -0.683, 3.064], [-0.887, 1.150, -0.809], [-0.850, 2.787, -0.066], [-0.643, 3.953, -0.816], [-0.497, 3.883, -1.895], [-0.611, 5.187, -0.175], [-0.464, 6.090, -0.763], [-0.777, 5.280, 1.209], [-0.768, 6.251, 1.702], [-0.963, 4.114, 1.955], [-1.096, 4.175, 3.039], [-0.992, 2.872, 1.340], [-1.110, 1.949, 1.917], [-0.157, 1.232, -2.446], [1.142, 1.770, -2.586], [1.643, 2.217, -1.724], [1.782, 1.710, -3.820], [2.769, 2.152, -3.926], [1.167, 1.098, -4.913], [1.674, 1.061, -5.877], [-0.098, 0.535, -4.762], [-0.582, 0.051, -5.605], [-0.763, 0.587, -3.540], [-1.743, 0.126, -3.414], [-2.618, 0.672, -0.955], [-3.616, 1.639, -1.157], [-3.343, 2.690, -1.207], [-4.944, 1.241, -1.277], [-5.714, 1.992, -1.453], [-5.302, -0.103, -1.182], [-6.347, -0.409, -1.288], [-4.306, -1.062, -0.953], [-4.581, -2.114, -0.876], [-2.974, -0.686, -0.830], [-2.196, -1.423, -0.614], [0.419, -3.427, -0.201], [1.155, -4.264, 1.087], [0.493, -4.222, 2.369], [1.228, -4.564, 3.529], [2.513, -5.082, 3.390], [3.112, -5.244, 2.131], [2.457, -4.830, 0.981], [-0.556, -3.865, 2.429], [0.728, -4.520, 4.502], [3.069, -5.386, 4.280], [4.090, -5.715, 2.056], [2.911, -4.943, -0.002]],
  "lowdin_charge": [-0.2243, -0.1570, -0.1469, 0.1017, -0.1934, -0.2627, 0.1084, 0.1130, 0.0974, 0.1111, 0.5886, -0.0120, 1.0794, -0.3899, -0.0971, 0.1044, -0.0871, 0.1012, -0.0863, 0.1013, -0.0872, 0.1071, -0.0987, 0.0629, -0.3765, -0.1206, 0.1059, -0.0908, 0.1026, -0.0945, 0.1014, -0.0888, 0.1017, -0.0789, 0.1011, -0.3810, -0.0766, 0.1040, -0.0887, 0.1028, -0.0843, 0.1043, -0.0827, 0.1042, -0.0948, 0.0849, 0.6710, -0.8067, -0.3160, -0.0909, -0.0769, -0.0588, -0.0860, 0.1045, 0.1257, 0.1117, 0.1140, 0.1195],
  "s2": 0.751,
  "total_energy_ev": -76055.633,
  "multiplicity": 2,
  "total_charge": 0,
  "orbital_gap_ev": [7.190, 7.214]
}

=====

No. 2
{
  "formula": "C5HInO3",
  "method": "wB97M-V/def2-TZVPD",
  "elements": ["O", "O", "C", "O", "C", "C", "C", "C", "H", "In"],
  "positions_angstrom": [[-1.109, -0.889, 0.765], [-1.787, -2.709, -2.051], [-0.136, -0.110, 0.811], [1.298, 1.731, 1.989], [0.636, 1.006, 1.130], [0.634, 0.593, -0.173], [0.596, 0.357, -1.544], [0.225, -0.254, -2.575], [1.148, 1.426, 2.896], [-1.505, -1.151, -1.249]],
  "lowdin_charge": [-0.0232, -0.6160, -0.2582, 0.1693, -0.1336, -0.0477, -0.1632, -0.0109, 0.1500, 0.9335],
  "total_energy_ev": -16508.114,
  "multiplicity": 1,
  "total_charge": 0,
  "orbital_gap_ev": 7.519
}

=====

No. 3
{
  "formula": "C9H10NSe",
  "method": "wB97M-V/def2-TZVPD",
  "elements": ["C", "C", "C", "C", "C", "C", "C", "C", "C", "N", "Se", "H", "H", "H", "H", "H", "H", "H", "H", "H", "H"],
  "positions_angstrom": [[-2.450, -1.485, -0.956], [-2.346, -0.591, -2.000], [-1.425, -1.494, -0.069], [-1.446, 0.426, -2.058], [-0.516, -0.450, -0.017], [-0.607, 0.626, -0.892], [0.508, -0.449, 0.947], [1.871, 1.294, 0.086], [2.372, 0.109, 2.284], [1.500, 0.399, 1.075], [0.719, 1.972, -1.122], [-3.268, -2.113, -1.247], [-3.145, -0.653, -2.726], [-1.281, -2.268, 0.649], [-1.273, 1.090, -2.936], [0.449, -1.168, 1.824], [-0.330, 3.291, -0.659], [3.033, 1.561, 0.133], [1.606, -0.144, 3.036], [3.049, 0.857, 2.648], [2.980, -0.814, 2.001]],
  "lowdin_charge": [-0.0243, -0.0739, -0.0033, -0.0690, -0.2196, -0.3669, -0.0362, -0.4342, 0.0293, -0.1931, 1.2258, 0.1261, 0.1252, 0.1231, 0.1241, 0.1674, 0.0379, 0.1357, 0.0994, 0.0914, 0.1351],
  "total_energy_ev": -76320.468,
  "multiplicity": 1,
  "total_charge": 1,
  "orbital_gap_ev": [7.087, 7.086]
}

=====

No. 4
{
  "formula": "C3H12N4",
  "method": "wB97M-V/def2-TZVPD",
  "elements": ["C", "C", "C", "N", "N", "N", "N", "H", "H", "H", "H", "H", "H", "H", "H", "H", "H", "H", "H"],
  "positions_angstrom": [[-0.747, 0.881, -0.922], [0.116, -1.769, 0.490], [1.481, -0.242, 1.689], [0.792, -0.494, 0.447], [-0.719, 1.084, 0.435], [0.363, 1.107, -1.680], [-1.870, 0.322, -1.497], [0.128, 1.588, 0.659], [-1.308, 2.068, -0.183], [-2.687, 0.323, -0.903], [0.360, 0.693, -2.602], [1.166, 0.981, -1.033], [-1.960, 0.393, -2.498], [-0.657, -1.826, 1.277], [0.822, -2.599, 0.672], [-0.345, -1.998, -0.475], [2.292, -0.971, 1.865], [0.818, -0.289, 2.573], [1.957, 0.746, 1.686]],
  "lowdin_charge": [-0.6041, -0.2496, -0.2597, -0.3250, 0.1101, 0.1528, 0.1558, 0.0696, 0.1835, 0.1148, 0.1085, 0.1111, 0.1085, 0.0583, 0.0558, 0.0444, 0.0575, 0.0582, 0.0493],
  "total_energy_ev": -9260.958,
  "multiplicity": 1,
  "total_charge": 0,
  "orbital_gap_ev": [5.897, 5.899]
}